This record from the Open Molecules 2025 dataset describes a cluster of 2 separate species, C33H38O5 in total at a distorted geometry. The level of theory is ωB97M-V/def2-TZVPD.

Geometry (Å):
C1 3.0274 -3.1837 3.6170
C2 1.5521 -2.9176 3.5730
O1 1.3314 -1.5294 3.3012
C3 0.0125 -1.2511 3.3982
C4 -0.4128 0.1184 3.1656
C5 -1.8880 0.4134 3.2317
C6 -2.7031 -0.4546 2.2646
C7 -4.1908 -0.1102 2.3076
C8 -4.7443 -0.2417 3.7265
C9 -3.9444 0.6029 4.7183
C10 -2.4554 0.2612 4.6566
C11 0.4688 1.2634 3.1341
O2 0.0288 2.4136 3.0021
O3 1.7945 1.0510 3.2486
C12 2.5004 2.3013 3.2547
C13 3.9770 2.0389 3.2638
O4 -0.7878 -2.1510 3.6797
H1 3.1632 -4.2197 3.9324
H2 3.4975 -3.0738 2.6359
H3 3.5402 -2.5452 4.3420
H4 1.0755 -3.5144 2.7842
H5 1.0997 -3.1811 4.5357
H6 -1.9708 1.4672 2.9393
H7 -2.2963 -0.3148 1.2537
H8 -2.5311 -1.4955 2.5677
H9 -4.3193 0.9263 1.9658
H10 -4.7389 -0.7602 1.6162
H11 -5.8031 0.0417 3.7494
H12 -4.6752 -1.2950 4.0309
H13 -4.0719 1.6664 4.4731
H14 -4.3155 0.4535 5.7387
H15 -2.2831 -0.7838 4.9486
H16 -1.8789 0.9108 5.3273
H17 2.2325 2.8757 2.3598
H18 2.2058 2.8723 4.1450
H19 4.4789 3.0073 3.3045
H20 4.2906 1.4629 4.1385
H21 4.3055 1.5341 2.3500
C14 6.5145 -1.2275 -1.1694
C15 5.1363 -0.6522 -1.0980
C16 4.1454 -1.3405 -0.3840
C17 2.8653 -0.8333 -0.2994
C18 2.4944 0.3852 -0.9499
C19 1.1504 0.8110 -0.7916
C20 0.3797 1.7351 -1.5490
C21 0.7601 2.3484 -2.7799
C22 -0.1068 3.1865 -3.4744
C23 -1.3938 3.4169 -2.9722
O5 -2.3405 4.1953 -3.6241
C24 -2.6669 4.0230 -4.9768
C25 -3.9844 3.6457 -5.2584
C26 -4.3384 3.3614 -6.5733
C27 -3.3968 3.4958 -7.5961
C28 -2.1110 3.9571 -7.3107
C29 -1.7441 4.2577 -5.9959
C30 -1.7884 2.8734 -1.7366
C31 -0.9263 2.0439 -1.0582
C32 3.5254 1.0839 -1.6505
C33 4.8146 0.5691 -1.7081
H22 7.1201 -0.7154 -1.9204
H23 7.0376 -1.1476 -0.2081
H24 6.4860 -2.2950 -1.4161
H25 4.3996 -2.2841 0.1052
H26 2.0990 -1.3638 0.2665
H27 0.6092 0.3108 0.0144
H28 1.7333 2.1399 -3.2163
H29 0.1998 3.6530 -4.4098
H30 -4.6903 3.5556 -4.4346
H31 -5.3553 3.0342 -6.7863
H32 -3.6731 3.2539 -8.6200
H33 -1.3749 4.0886 -8.1030
H34 -0.7615 4.6625 -5.7590
H35 -2.7837 3.0909 -1.3535
H36 -1.2343 1.5941 -0.1134
H37 3.3096 2.0474 -2.1087
H38 5.6065 1.1103 -2.2341

Its frontier orbital gap is 2.80 eV. The value obtained for the HOMO energy is -5.8 eV. As for the LUMO energy: -3.008 eV. The charge is 0.

Atom charges from the Löwdin analysis, given in e for atoms 1 to 4: -0.08, -0.26, -0.02, -0.46

=====

This record from the Open Molecules 2025 dataset describes a structure of composition C33H39BMnN4O2P2 at a distorted geometry. The level of theory is ωB97M-V/def2-TZVPD.

Geometry (Å):
Mn1 0.3345 0.6477 1.6732
C1 -1.7845 1.6987 -4.9292
C2 -1.8775 0.4006 -4.6262
C3 -1.0835 -0.6683 -5.3266
C4 0.4081 -0.3669 -5.5437
C5 1.0710 0.4441 -4.4476
C6 1.1104 1.7749 -4.4788
C7 0.5256 2.5684 -5.6326
C8 -0.9281 2.2316 -6.0469
C9 1.5974 0.8636 3.1861
H1 -2.3956 2.4467 -4.4304
H2 -2.7078 0.0276 -4.0303
H3 -1.5663 -0.7932 -6.3152
H4 -1.1691 -1.6369 -4.8052
H5 0.9386 -1.3324 -5.6315
H6 0.5316 0.1325 -6.5214
H7 1.5988 -0.1395 -3.6944
H8 1.7174 2.3565 -3.7828
H9 1.1839 2.4159 -6.5089
H10 0.5487 3.6493 -5.4126
H11 -1.3930 3.1674 -6.4074
H12 -0.9294 1.5526 -6.9193
H13 1.1657 1.6782 3.8197
H14 2.5506 1.2215 2.7467
H15 1.7930 -0.0757 3.7517
P1 1.8649 -0.3811 0.4092
P2 -1.1810 -0.6928 0.8257
N1 2.9674 0.7930 -0.3055
N2 3.0781 -1.6302 0.9249
N3 -2.0447 0.5976 -0.0986
N4 -2.6334 -1.6467 1.2162
C10 0.9989 -1.1665 -0.9970
C11 -0.3965 -1.6725 -0.5441
C12 3.0822 2.0927 0.1732
C13 4.1271 2.7107 -0.4783
C14 4.6847 1.7685 -1.3962
C15 3.9488 0.5931 -1.2715
C16 3.9093 -1.4638 2.0378
C17 4.6449 -2.6330 2.2345
C18 4.2301 -3.5612 1.2298
C19 3.2690 -2.9227 0.4547
C20 -2.0620 1.9376 0.3016
C21 -2.6156 2.6841 -0.7367
C22 -2.9298 1.7858 -1.7955
C23 -2.5337 0.5163 -1.3848
C24 -3.6852 -2.0163 0.3720
C25 -4.5392 -2.8673 1.0646
C26 -3.9826 -3.0568 2.3751
C27 -2.8070 -2.3260 2.4217
H16 1.6020 -2.0193 -1.3512
H17 0.9002 -0.4208 -1.8167
H18 -1.0921 -1.7276 -1.3962
H19 -0.3243 -2.6892 -0.1175
H20 2.4122 2.4458 0.9433
H21 4.4578 3.7307 -0.3059
H22 5.5154 1.9334 -2.0680
H23 4.0396 -0.3613 -1.7748
H24 3.9188 -0.5368 2.5883
H25 5.3684 -2.8014 3.0174
H26 4.5793 -4.5762 1.0992
H27 2.7108 -3.2811 -0.3953
H28 -1.8184 2.2115 1.3209
H29 -2.7906 3.7494 -0.7523
H30 -3.4019 2.0005 -2.7411
H31 -2.6080 -0.4370 -1.8875
H32 -3.7447 -1.6335 -0.6352
H33 -5.4350 -3.3162 0.6618
H34 -4.4158 -3.6577 3.1657
H35 -2.0699 -2.2193 3.1973
O1 -0.6331 -0.9995 4.3189
B1 -0.6485 0.1462 3.4122
O2 -1.3341 1.2369 4.1494
C28 -1.4578 0.7961 5.4250
C29 -1.8232 1.5136 6.5624
C30 -1.8132 0.8612 7.7951
C31 -1.5557 -0.5142 7.8689
C32 -1.2496 -1.2394 6.7132
C33 -1.1071 -0.5459 5.5160
H36 -2.0671 2.5668 6.4946
H37 -2.0320 1.4116 8.7077
H38 -1.6060 -1.0170 8.8314
H39 -1.1115 -2.3176 6.7340

The expectation value of S² is 8.8238. The multiplicity is 6. Its frontier orbital gap (alpha / beta) is 5.90 / 7.65 eV. The value obtained for the HOMO energy (alpha / beta) is -5.5 / -8.4 eV. As for the LUMO energy (alpha / beta): 0.357 / -0.730 eV. Its energy above the lowest of the compared OMol25 structures with the same formula, charge and spin is 0.0 kJ/mol. The charge is 0.

Atom charges from the Löwdin analysis, given in e for atoms 1 to 4: 0.38, -0.11, -0.12, -0.19

=====

This record from the Open Molecules 2025 dataset describes a structure of composition C33H39Cl3N3O4RbSeSi. The level of theory is ωB97M-V/def2-TZVPD.

Geometry (Å):
Rb1 0.1065 0.4916 0.5403
Cl1 4.2196 2.3973 7.0479
C1 3.2271 2.4391 5.6004
C2 3.3157 1.4142 4.6712
C3 2.5272 1.4602 3.5423
Cl2 2.6607 0.1618 2.3844
C4 1.5879 2.5048 3.2351
O1 0.8717 2.5230 2.2070
C5 1.5793 3.5174 4.2531
Cl3 0.4942 4.8655 4.0183
C6 2.3575 3.4959 5.3918
H1 3.9910 0.5838 4.8243
H2 2.2829 4.3001 6.1109
C7 2.6802 1.4259 -4.7163
C8 3.5903 1.2791 -3.4988
C9 2.8751 1.0051 -2.2521
N1 2.3705 0.7818 -1.2474
H3 3.2868 1.6596 -5.5920
H4 1.9407 2.2077 -4.5674
H5 2.1122 0.5172 -4.9039
H6 4.1769 2.1867 -3.3360
H7 4.2994 0.4602 -3.6400
C10 -2.5094 -4.1270 1.0497
N2 -1.5186 -3.1186 1.3382
C11 -1.6578 -2.2041 2.3073
N3 -2.6918 -2.4215 3.2227
O2 -0.9451 -1.2115 2.4150
H8 -2.2609 -4.5853 0.0963
H9 -3.5148 -3.7028 0.9762
H10 -2.5179 -4.9285 1.7994
H11 -0.8247 -2.8796 0.5984
H12 -2.9564 -3.3783 3.3899
H13 -2.5645 -1.8691 4.0556
Se1 -1.0945 0.6997 -4.3226
C12 -1.9298 2.4042 -4.3907
C13 -3.2484 2.5565 -4.8455
C14 -3.8596 3.8009 -4.9017
C15 -3.1798 4.9467 -4.5046
C16 -1.8746 4.8177 -4.0454
C17 -1.2638 3.5725 -3.9903
H14 -3.7914 1.6714 -5.1522
H15 -4.8833 3.8742 -5.2548
H16 -3.6603 5.9173 -4.5415
H17 -1.3256 5.6937 -3.7162
H18 -0.2518 3.4899 -3.6138
O3 -1.9547 -0.8227 -1.2406
H19 -1.8291 -0.3571 -2.0842
H20 -1.2274 -1.4839 -1.1971
C18 -0.2877 -3.1789 -3.9000
C19 1.1167 -3.3959 -3.3273
C20 1.7878 -4.5882 -4.0153
C21 1.9317 -2.1296 -3.6296
Si1 1.0526 -3.5890 -1.4241
O4 0.2219 -2.4610 -0.6877
C22 0.4113 -5.3349 -0.9557
C23 -0.5690 -6.0194 -1.6823
C24 -1.1236 -7.2103 -1.2288
C25 -0.7130 -7.7524 -0.0187
C26 0.2561 -7.0938 0.7252
C27 0.8063 -5.9061 0.2587
C28 2.8641 -3.5807 -0.8248
C29 3.3320 -2.4186 -0.2048
C30 4.6433 -2.3089 0.2412
C31 5.5224 -3.3705 0.0762
C32 5.0819 -4.5383 -0.5346
C33 3.7684 -4.6353 -0.9770
H21 -0.2329 -2.9823 -4.9776
H22 -0.7822 -2.3238 -3.4417
H23 -0.9385 -4.0435 -3.7576
H24 1.8489 -4.4130 -5.0976
H25 1.2360 -5.5171 -3.8592
H26 2.8079 -4.7401 -3.6498
H27 1.9349 -1.9367 -4.7109
H28 2.9674 -2.2237 -3.2919
H29 1.4876 -1.2633 -3.1358
H30 -0.9202 -5.6123 -2.6206
H31 -1.8850 -7.7096 -1.8173
H32 -1.1489 -8.6766 0.3429
H33 0.5809 -7.5017 1.6758
H34 1.5522 -5.4006 0.8623
H35 2.6442 -1.5910 -0.0781
H36 4.9703 -1.3958 0.7242
H37 6.5449 -3.2919 0.4279
H38 5.7609 -5.3746 -0.6597
H39 3.4371 -5.5611 -1.4385

Its frontier orbital gap is 5.51 eV. The value obtained for the HOMO energy is -1.7 eV. As for the LUMO energy: 3.807 eV. Its energy above the lowest of the compared OMol25 structures with the same formula, charge and spin is 64.6 kJ/mol. The charge is -2.

Atom charges from the Löwdin analysis, given in e for atoms 1 to 4: 0.86, 0.57, -0.71, -0.17

=====

This record from the Open Molecules 2025 dataset describes a structure of composition C33H40B2F29IN2O12P at a distorted geometry. The level of theory is ωB97M-V/def2-TZVPD.

Geometry (Å):
C1 1.4157 -4.1725 2.5675
C2 2.2456 -4.0374 1.2683
O1 2.0239 -2.7938 0.5589
B1 0.8766 -2.7186 -0.1213
O2 0.0146 -3.7960 -0.2197
N1 0.4801 -1.4485 -0.8895
C3 0.7181 -1.1443 -2.1017
C4 1.4302 -2.0616 -3.0826
F1 0.8566 -3.2887 -3.0677
F2 1.2762 -1.6689 -4.3482
C5 2.9740 -2.2960 -2.8424
F3 3.6198 -1.6494 -3.8195
F4 3.4301 -1.8449 -1.6871
C6 3.4333 -3.7847 -2.9748
F5 3.0255 -4.5488 -1.9880
F6 4.7633 -3.7474 -2.8937
F7 3.1738 -4.2849 -4.1559
C7 0.1334 0.2812 -2.3211
C8 -0.9441 0.3852 -3.4417
C9 -2.2160 -0.4897 -3.3521
C10 -1.9933 -1.9973 -3.6906
C11 -3.4247 -2.6588 -3.6898
O3 -3.4260 -3.9434 -3.0748
B2 1.4127 1.0499 -3.0395
C12 1.3542 2.1457 -4.1746
O4 2.6990 0.6588 -2.6761
C13 -0.0938 0.8323 -0.8860
P1 1.4576 1.5659 0.0151
N2 2.6321 0.5332 0.1924
C14 -1.0984 1.9402 -0.5848
O5 -1.8817 1.7846 0.2847
C15 -1.1481 3.3507 -1.2156
F8 -0.7870 3.4452 -2.4967
F9 -0.2909 4.1316 -0.5043
C16 -2.5580 4.0223 -1.0616
F10 -2.4578 5.1724 -1.7626
F11 -2.8120 4.3910 0.1813
C17 -3.7050 3.1880 -1.7118
F12 -3.2768 2.3376 -2.6435
F13 -4.5161 4.0628 -2.3415
C18 -4.6117 2.4108 -0.7064
O6 -4.8244 1.2917 -0.9341
O7 -5.1884 3.0049 0.3753
C19 -0.3269 -0.4902 -0.0644
I1 -0.0561 -0.4865 2.0960
C20 -1.8010 -1.1585 -0.2158
O8 -2.2364 -1.7758 0.9797
C21 -3.6078 -1.5010 1.2714
O9 -3.8151 -1.9518 2.5781
C22 -3.4855 -0.9624 3.5364
C23 -2.5470 -1.5212 4.6613
O10 -1.6125 -0.5324 5.0799
H1 1.9545 -4.8943 3.2022
H2 0.4294 -4.6316 2.3879
H3 1.3319 -3.2275 3.1155
H4 3.2924 -4.0057 1.6028
H5 2.1759 -4.9294 0.6316
H6 -0.5798 -3.8375 0.5477
H7 -0.4453 0.1069 -4.3877
H8 -1.2818 1.4173 -3.6094
H9 -2.8261 -0.3474 -2.4502
H10 -2.8688 -0.1387 -4.1755
H11 -1.5531 -2.0982 -4.6931
H12 -1.4337 -2.5346 -2.9103
H13 -3.8891 -2.6617 -4.6820
H14 -4.0628 -2.0096 -3.0536
H15 -3.3727 -3.7927 -2.1246
H16 0.3763 2.5357 -4.4682
H17 1.8042 1.6889 -5.0790
H18 2.0541 2.9559 -3.8959
H19 3.1578 1.4331 -2.3151
H20 0.9843 2.1699 1.2101
H21 1.9420 2.6556 -0.7721
H22 2.8102 0.4736 1.1977
H23 -4.5841 2.8281 1.1165
H24 -1.8336 -1.8813 -1.0424
H25 -2.5636 -0.3937 -0.4385
H26 -3.8608 -0.4262 1.2503
H27 -4.2679 -2.0822 0.6097
H28 -2.9522 -0.0899 3.1167
H29 -4.3919 -0.5898 4.0493
H30 -1.9929 -2.3636 4.2182
H31 -3.1747 -1.8758 5.4926
H32 -1.9533 0.3526 4.9002
C24 5.7785 -7.3037 3.7632
C25 4.9896 -6.0479 4.1654
C26 5.7618 -4.9915 4.9533
F14 6.2398 -5.4747 6.1154
F15 4.9339 -3.9573 5.2576
F16 3.8694 -6.4191 4.8227
F17 4.5686 -5.4540 3.0054
O11 5.6464 -8.4401 4.5978
C27 6.4418 -8.5090 5.7342
C28 5.6230 -8.4323 7.0241
F18 4.8696 -7.3118 7.0573
F19 6.4494 -8.3985 8.0929
F20 7.4064 -7.5688 5.6840
F21 7.0658 -9.7028 5.6932
H33 5.3575 -7.6259 2.8105
H34 6.8244 -7.0798 3.5486
H35 6.5941 -4.5961 4.3623
H36 4.9618 -9.2971 7.1122
C29 -3.8086 9.8218 -0.7088
C30 -2.5464 10.4568 -0.1064
C31 -1.8258 11.4830 -0.9788
F22 -1.4127 10.9517 -2.1498
F23 -0.7234 11.9352 -0.3330
F24 -1.6995 9.4759 0.2838
F25 -2.9339 11.0991 1.0310
O12 -3.6556 8.5556 -1.3341
C32 -3.2174 8.5277 -2.6484
C33 -1.8327 7.8945 -2.7854
F26 -0.9224 8.5267 -2.0138
F27 -1.4016 7.9816 -4.0676
F28 -3.2694 9.7621 -3.1835
F29 -4.1034 7.7715 -3.3341
H37 -4.4707 9.6220 0.1334
H38 -4.3584 10.5198 -1.3410
H39 -2.4729 12.3411 -1.1856
H40 -1.8560 6.8476 -2.4945

Its frontier orbital gap is 7.63 eV. The value obtained for the HOMO energy is -11.9 eV. As for the LUMO energy: -4.287 eV. The charge is +1.

Atom charges from the Löwdin analysis, given in e for atoms 1 to 4: -0.04, -0.18, 0.09, -0.77